Computed, not measured: C30H40IrN3OSSi2Te as an isolated structure in a non-equilibrium geometry, with wB97M-V/def2-TZVPD.

## Properties
2S+1 = 1
ΔE to the lowest compared entry with this formula, charge and spin = 1.551 eV
F_max = 1.523 eV/A
frontier orbital gap (spin up / spin down) = 6.2 / 6.2 eV

Structure (XYZ):
```
79
C30H40IrN3OSSi2Te (wB97M-V/def2-TZVPD)
Ir 0.572 0.150 -1.593
N 4.000 2.626 -2.553
C 2.756 2.088 -2.369
S 2.622 0.362 -2.649
N 1.801 2.899 -2.033
N 0.580 2.259 -1.851
C -0.459 2.968 -2.092
C -1.825 2.500 -1.931
C -2.849 3.303 -2.448
C -4.177 2.950 -2.325
C -4.497 1.775 -1.644
C -3.511 0.974 -1.108
C -2.154 1.303 -1.249
O -1.257 0.529 -0.668
H 4.656 2.079 -3.085
H 4.024 3.622 -2.707
H -0.300 3.992 -2.426
H -2.578 4.222 -2.956
H -4.954 3.576 -2.740
H -5.535 1.483 -1.535
H -3.751 0.055 -0.589
C -0.547 -1.628 4.087
Si 0.982 -2.187 3.157
C 0.430 -3.397 1.865
C 2.181 -3.016 4.335
C 1.926 -0.678 2.476
Te 1.115 0.626 0.985
C -0.577 1.268 2.098
Si -0.398 3.067 2.645
C -1.893 3.486 3.689
C 1.155 3.269 3.672
C -0.326 4.160 1.136
H -1.045 -2.504 4.508
H -1.263 -1.147 3.417
H -0.326 -0.943 4.909
H -0.170 -4.173 2.348
H 1.271 -3.880 1.372
H -0.187 -2.924 1.096
H 1.762 -3.946 4.725
H 2.430 -2.377 5.185
H 3.110 -3.263 3.816
H 2.896 -0.971 2.078
H 2.107 0.023 3.296
H -0.672 0.584 2.940
H -1.439 1.134 1.446
H -1.948 2.852 4.576
H -2.822 3.361 3.128
H -1.841 4.524 4.024
H 1.124 2.647 4.570
H 1.256 4.308 3.994
H 2.050 3.010 3.104
H -1.217 4.029 0.517
H 0.550 3.931 0.524
H -0.263 5.212 1.422
C -3.472 -0.679 -4.317
C -3.619 -1.977 -3.845
C -2.581 -2.607 -3.178
C -1.369 -1.951 -2.953
C -1.240 -0.660 -3.466
C -2.271 -0.013 -4.125
C -0.265 -2.585 -2.241
C 0.747 -1.897 -1.676
C 1.933 -2.661 -1.171
C 2.084 -4.032 -1.430
C 3.163 -4.754 -0.954
C 4.159 -4.129 -0.215
C 4.061 -2.767 0.012
C 2.971 -2.052 -0.466
H -4.287 -0.187 -4.832
H -4.553 -2.503 -4.000
H -2.707 -3.619 -2.810
H -0.266 -0.139 -3.424
H -2.138 0.998 -4.486
H -0.309 -3.669 -2.203
H 1.347 -4.555 -2.022
H 3.230 -5.814 -1.167
H 5.009 -4.690 0.151
H 4.845 -2.247 0.550
H 2.956 -0.983 -0.320
```



Computed, not measured: C34H20Cl5N8S2W as an isolated structure, with wB97M-V/def2-TZVPD.

## Properties
<S²> = 2.03
2S+1 = 3
total charge = +3
F_max = 0.795 eV/A
frontier orbital gap (spin up / spin down) = 4.4 / 5.0 eV

Structure (XYZ):
```
70
C34H20Cl5N8S2W (wB97M-V/def2-TZVPD)
W 0.021 -0.761 -0.649
Cl -1.580 -2.419 2.364
C -2.025 -2.836 0.757
C -1.312 -2.275 -0.314
C -1.680 -2.698 -1.588
Cl -0.655 -1.974 -2.831
C -2.704 -3.557 -1.888
Cl -3.071 -3.976 -3.496
C -3.425 -4.069 -0.791
Cl -4.705 -5.127 -1.072
C -3.086 -3.709 0.529
Cl -3.969 -4.343 1.834
N 1.014 2.130 -2.411
C 2.068 1.354 -2.144
N 3.241 1.798 -2.539
C 4.305 1.028 -2.287
N 5.495 1.451 -2.655
N 4.233 -0.177 -1.647
C 3.050 -0.541 -1.289
N 1.885 0.156 -1.478
C 2.903 -1.856 -0.604
C 3.986 -2.676 -0.383
C 3.793 -3.891 0.261
C 2.512 -4.231 0.661
C 1.470 -3.365 0.398
N 1.644 -2.185 -0.232
H 1.196 2.970 -2.941
H 0.063 1.846 -2.263
H 5.585 2.336 -3.130
H 6.314 0.891 -2.482
H 4.959 -2.348 -0.720
H 4.627 -4.555 0.444
H 2.309 -5.165 1.167
H 0.467 -3.615 0.698
S 3.035 -1.220 4.289
C 3.676 -1.049 5.855
C 3.111 -0.008 6.527
C 2.145 0.670 5.750
C 1.990 0.141 4.495
C 1.095 0.585 3.438
C 1.035 -0.112 2.219
N 0.231 0.229 1.216
C -0.580 1.312 1.361
C -0.594 2.073 2.526
C -1.491 3.201 2.593
C -2.303 3.511 1.561
C -2.300 2.725 0.351
C -3.118 2.985 -0.752
C -3.085 2.181 -1.895
C -2.182 1.111 -1.875
N -1.364 0.851 -0.842
C -1.429 1.641 0.271
C -3.930 2.412 -3.055
C -3.846 1.833 -4.299
C -4.829 2.296 -5.195
C -5.653 3.219 -4.616
S -5.238 3.534 -3.002
C 0.262 1.690 3.567
H 4.437 -1.730 6.203
H 3.379 0.262 7.538
H 1.595 1.523 6.123
H 1.656 -0.984 2.067
H -1.503 3.796 3.497
H -2.976 4.356 1.625
H -3.792 3.834 -0.715
H -2.120 0.438 -2.720
H -3.093 1.110 -4.585
H -4.928 1.970 -6.220
H -6.488 3.734 -5.065
H 0.265 2.267 4.483
```



Computed, not measured: a 7-piece molecular cluster, C29H50Cl9N3O4 overall in a non-equilibrium geometry, with wB97M-V/def2-TZVPD.

## Properties
<S²> = 0.75
2S+1 = 2
total charge = +3
F_max = 3.322 eV/A
frontier orbital gap (spin up / spin down) = 7.1 / 2.6 eV

Structure (XYZ):
```
95
C29H50Cl9N3O4 (wB97M-V/def2-TZVPD)
C 8.450 19.530 -8.909
N 9.374 20.172 -9.888
C 10.672 20.193 -9.641
C 11.512 20.971 -10.488
C 11.046 21.621 -11.605
C 9.662 21.497 -11.829
C 8.841 20.859 -10.901
C 12.012 22.489 -12.413
C 13.101 23.188 -11.906
C 13.933 23.873 -12.829
N 13.661 23.929 -14.157
C 12.579 23.263 -14.656
C 11.845 22.526 -13.795
C 14.345 24.747 -15.118
H 7.945 18.779 -9.516
H 8.002 20.404 -8.436
H 9.056 18.931 -8.229
H 11.022 19.714 -8.739
H 12.541 21.058 -10.170
H 9.159 21.789 -12.738
H 7.781 20.782 -11.095
H 13.265 23.204 -10.838
H 14.724 24.572 -12.603
H 12.424 23.387 -15.718
H 10.889 22.109 -14.077
H 15.032 25.385 -14.562
H 13.571 25.396 -15.527
H 14.783 24.012 -15.794
C 16.507 15.690 -13.853
C 15.766 16.663 -13.036
C 15.370 16.174 -11.561
C 14.844 17.375 -10.689
N 14.867 17.168 -9.147
C 14.310 18.434 -8.419
C 15.360 18.825 -7.393
C 16.627 18.373 -8.009
C 16.289 17.021 -8.622
C 13.934 15.957 -8.852
H 15.746 15.069 -14.326
H 17.103 15.101 -13.155
H 16.987 16.283 -14.631
H 14.918 17.067 -13.589
H 16.470 17.459 -12.791
H 16.187 15.638 -11.078
H 14.631 15.374 -11.607
H 13.872 17.695 -11.065
H 15.470 18.215 -10.990
H 13.302 18.258 -8.043
H 14.166 19.249 -9.128
H 15.222 18.235 -6.487
H 15.396 19.888 -7.157
H 17.404 18.404 -7.245
H 16.962 19.113 -8.736
H 16.193 16.371 -7.752
H 17.002 16.779 -9.410
H 14.359 15.040 -9.260
H 12.940 16.119 -9.269
H 13.691 15.970 -7.789
Cl 16.455 21.185 -11.488
O 15.062 20.849 -11.368
O 17.156 20.006 -11.764
O 16.718 22.181 -12.465
O 16.883 21.650 -10.208
Cl 18.766 18.688 -16.083
C 18.392 20.330 -16.544
C 18.052 21.184 -15.236
Cl 17.864 22.892 -15.706
H 17.641 20.362 -17.333
H 19.259 20.692 -17.096
H 18.799 21.068 -14.451
H 17.028 20.944 -14.950
Cl 17.907 20.432 -5.365
C 17.619 21.712 -6.555
C 18.644 22.825 -6.360
Cl 18.361 23.879 -4.900
H 16.618 22.066 -6.306
H 17.621 21.301 -7.565
H 18.701 23.411 -7.277
H 19.621 22.351 -6.265
Cl 14.255 26.361 -10.175
C 14.240 25.354 -8.686
C 15.337 24.283 -8.675
Cl 14.725 22.711 -8.172
H 13.257 24.891 -8.601
H 14.254 25.993 -7.804
H 15.970 24.544 -7.827
H 15.819 24.188 -9.649
Cl 21.084 25.144 -12.184
C 20.580 23.437 -12.174
C 19.971 23.048 -10.849
Cl 21.100 22.708 -9.555
H 21.411 22.810 -12.497
H 19.746 23.294 -12.862
H 19.320 22.175 -10.889
H 19.356 23.916 -10.611
```



Computed, not measured: one molecule with the formula C4H3ClF2 in a non-equilibrium geometry, with wB97M-V/def2-TZVPD.

## Properties
2S+1 = 1
SMILES = FC1(F)C=C(Cl)C1
ΔE to the lowest compared entry with this formula, charge and spin = 0.504 eV
F_max = 4.456 eV/A
frontier orbital gap = 10.7 eV

Structure (XYZ):
```
10
C4H3ClF2 (wB97M-V/def2-TZVPD)
C 0.050 -1.427 0.164
C 0.992 -0.462 -0.041
C 0.089 0.659 -0.395
C -1.063 -0.367 -0.034
F -2.021 -0.615 -0.937
F -1.668 -0.303 1.156
Cl 2.606 -0.231 0.190
H -0.146 -2.309 0.729
H 0.023 1.598 0.321
H -0.056 0.927 -1.386
```



Computed, not measured: C11H8MnN2O4S as an isolated structure in a non-equilibrium geometry, with wB97M-V/def2-TZVPD.

## Properties
<S²> = 6.06
2S+1 = 5
total charge = +3
ΔE to the lowest compared entry with this formula, charge and spin = 0.000 eV
F_max = 11.585 eV/A
frontier orbital gap (spin up / spin down) = 8.8 / 5.6 eV

Structure (XYZ):
```
27
C11H8MnN2O4S (wB97M-V/def2-TZVPD)
Mn -0.191 -0.750 0.010
C -0.031 -2.473 -0.399
O 0.054 -3.602 -0.701
C 0.376 -0.121 -1.590
O 0.773 0.367 -2.576
C 1.475 -0.134 0.497
O 2.446 0.378 0.892
C -1.838 -0.474 -0.709
O -2.907 -0.307 -1.138
H -0.286 4.224 0.505
H -0.922 4.195 0.112
N -2.415 1.356 1.516
C -1.832 0.393 2.268
N -0.881 -0.444 1.838
C -0.393 -1.243 2.904
C 0.684 -2.134 2.839
C 0.959 -2.936 3.950
C 0.137 -2.873 5.085
C -0.932 -1.960 5.161
C -1.163 -1.126 4.070
S -2.405 0.101 3.875
H -3.074 1.965 2.001
H -1.906 1.749 0.732
H 1.276 -2.199 1.926
H 1.808 -3.624 3.935
H 0.327 -3.540 5.921
H -1.589 -1.880 6.026
```



Computed, not measured: C24H42F4IrN2Si as an isolated structure, with wB97M-V/def2-TZVPD.

## Properties
<S²> = 6.02
2S+1 = 5
total charge = +1
ΔE to the lowest compared entry with this formula, charge and spin = 0.000 eV
F_max = 0.411 eV/A
frontier orbital gap (spin up / spin down) = 8.3 / 6.4 eV

Structure (XYZ):
```
74
C24H42F4IrN2Si (wB97M-V/def2-TZVPD)
Ir -0.390 0.887 0.536
C -3.759 2.425 -2.045
C -2.658 1.586 -1.417
N -2.345 1.887 0.010
C -3.515 1.592 0.879
C -3.158 1.410 2.344
C -1.910 3.297 0.197
C -0.630 3.581 -0.562
N 0.365 2.571 -0.186
C 1.708 2.836 -0.460
C 2.688 2.538 0.490
F 2.323 2.024 1.674
C 4.029 2.758 0.255
F 4.904 2.428 1.208
C 4.467 3.310 -0.932
C 3.513 3.624 -1.876
F 3.879 4.146 -3.046
C 2.167 3.391 -1.655
F 1.302 3.664 -2.642
H -3.892 2.109 -3.080
H -3.517 3.488 -2.065
H -4.716 2.298 -1.539
H -1.731 1.680 -1.984
H -2.932 0.531 -1.447
H -3.988 0.688 0.493
H -4.244 2.402 0.770
H -2.354 0.680 2.465
H -4.027 1.034 2.886
H -2.854 2.342 2.822
H -1.732 3.443 1.263
H -2.701 3.989 -0.102
H -0.278 4.580 -0.292
H -0.808 3.588 -1.637
H 5.517 3.486 -1.117
C -1.362 -2.277 -1.956
C -1.173 -2.522 -0.442
C -0.915 -4.014 -0.215
C -2.487 -2.116 0.243
Si 0.222 -1.307 0.031
C 0.852 -2.121 2.385
C -0.507 -2.340 2.963
C 1.530 -0.874 2.856
C 1.692 -3.343 2.195
C 1.851 -1.528 -0.940
C 3.073 -0.986 -0.192
C 2.161 -2.939 -1.443
C 1.640 -0.598 -2.163
H -2.263 -2.809 -2.279
H -0.530 -2.653 -2.553
H -1.506 -1.218 -2.194
H -1.758 -4.582 -0.621
H -0.840 -4.268 0.843
H -0.012 -4.368 -0.712
H -3.292 -2.774 -0.100
H -2.765 -1.090 -0.018
H -2.448 -2.179 1.329
H -1.091 -1.419 3.007
H -0.378 -2.693 3.997
H -1.077 -3.111 2.450
H 0.928 0.014 2.616
H 2.528 -0.741 2.450
H 1.613 -0.903 3.952
H 1.131 -4.180 1.780
H 2.054 -3.661 3.185
H 2.576 -3.166 1.588
H 3.392 -1.635 0.621
H 2.897 0.009 0.215
H 3.910 -0.916 -0.894
H 2.323 -3.646 -0.627
H 3.082 -2.907 -2.034
H 1.381 -3.340 -2.089
H 1.481 0.441 -1.863
H 0.809 -0.903 -2.801
H 2.548 -0.631 -2.774
```



Computed, not measured: C18H41N6PdSi as an isolated structure, with wB97M-V/def2-TZVPD.

## Properties
2S+1 = 1
total charge = +1
F_max = 0.705 eV/A
frontier orbital gap (spin up / spin down) = 7.7 / 7.7 eV

Structure (XYZ):
```
67
C18H41N6PdSi (wB97M-V/def2-TZVPD)
Pd -0.742 -1.177 0.194
C 4.536 -1.810 1.209
N 3.523 -2.216 0.238
C 3.942 -2.213 -1.155
C 2.196 -2.341 0.530
N 1.230 -2.256 -0.318
N 1.972 -2.646 1.873
C 0.793 -2.750 2.609
N 1.001 -3.422 3.782
N -0.306 -2.212 2.243
H 5.178 -2.642 1.508
H 4.078 -1.366 2.089
H 5.165 -1.042 0.761
H 4.987 -2.511 -1.200
H 3.845 -1.226 -1.618
H 3.371 -2.939 -1.731
H 1.587 -2.005 -1.232
H 2.788 -2.977 2.356
H 1.763 -4.070 3.877
H 0.211 -3.578 4.384
H -1.045 -2.384 2.914
C -1.516 1.755 2.294
C -1.930 1.748 0.812
C -3.211 0.894 0.735
C -2.252 3.200 0.405
Si -0.572 1.033 -0.296
C 1.179 1.554 0.225
C 1.560 1.006 1.617
C 1.288 3.090 0.266
C 2.246 1.027 -0.747
C -0.909 1.174 -2.160
C -0.122 0.111 -2.952
C -0.526 2.577 -2.673
C -2.388 0.936 -2.510
H -2.373 2.080 2.895
H -0.703 2.449 2.504
H -1.219 0.766 2.653
H -3.940 1.292 1.452
H -3.035 -0.149 1.009
H -3.676 0.904 -0.247
H -3.038 3.587 1.064
H -2.617 3.290 -0.616
H -1.392 3.865 0.508
H 1.044 1.512 2.429
H 2.637 1.164 1.771
H 1.366 -0.059 1.723
H 0.613 3.541 0.993
H 1.093 3.553 -0.703
H 2.306 3.371 0.561
H 2.221 -0.059 -0.826
H 3.237 1.307 -0.365
H 2.162 1.442 -1.749
H 0.957 0.223 -2.872
H -0.379 0.205 -4.014
H -0.384 -0.903 -2.647
H 0.536 2.794 -2.575
H -1.076 3.375 -2.166
H -0.772 2.644 -3.740
H -2.731 -0.050 -2.195
H -2.496 0.986 -3.601
H -3.057 1.683 -2.090
C -5.178 -2.606 -1.357
C -3.766 -2.361 -1.027
N -2.665 -2.167 -0.778
H -5.806 -2.354 -0.506
H -5.320 -3.655 -1.607
H -5.465 -1.994 -2.209
```



Computed, not measured: an isolated ion of composition C2HO4S and charge -1 in a non-equilibrium geometry, with wB97M-V/def2-TZVPD.

## Properties
2S+1 = 1
total charge = -1
ΔE to the lowest compared entry with this formula, charge and spin = 1.945 eV
F_max = 2.776 eV/A
frontier orbital gap = 7.9 eV

Structure (XYZ):
```
8
C2HO4S (wB97M-V/def2-TZVPD)
C -0.403 0.317 -0.034
C -1.357 -0.720 0.014
O -1.198 -0.218 -1.247
O -1.935 -1.577 0.576
O 2.002 -0.743 0.987
O 2.074 1.466 -0.116
S 1.650 0.085 -0.210
H -0.834 1.391 0.029
```



Computed, not measured: C24H28BF4N4O2Rh as an isolated structure, with wB97M-V/def2-TZVPD.

## Properties
2S+1 = 1
total charge = +2
F_max = 0.488 eV/A
frontier orbital gap = 7.3 eV

Structure (XYZ):
```
64
C24H28BF4N4O2Rh (wB97M-V/def2-TZVPD)
Rh 0.147 0.842 -0.551
C 2.988 -5.446 -1.950
C 2.676 -4.033 -1.542
C 3.666 -3.163 -1.108
C 3.376 -1.832 -0.815
C 4.334 -0.832 -0.405
N 5.105 -0.925 0.626
C 5.101 -2.023 1.617
C 3.793 -2.161 2.401
C 3.447 -1.058 3.406
N 2.378 -0.150 2.950
C 1.990 0.874 3.652
C 0.928 1.769 3.358
C 0.721 2.848 4.243
C -0.233 3.814 4.018
C -0.475 4.947 4.974
C -0.987 3.687 2.848
C -0.818 2.657 1.927
C -1.694 2.636 0.765
N -1.522 1.959 -0.305
C -2.588 1.966 -1.328
C -2.628 0.638 -2.075
C -2.346 -0.542 -1.153
N -0.893 -0.740 -0.983
C -0.348 -1.846 -1.330
C 1.043 -2.216 -1.293
C 1.378 -3.536 -1.608
C 2.067 -1.318 -0.925
O 1.896 -0.080 -0.587
C 0.131 1.636 2.188
O 0.308 0.594 1.425
H 3.971 -5.752 -1.599
H 2.978 -5.544 -3.036
H 2.253 -6.143 -1.548
H 4.691 -3.515 -1.059
H 4.372 0.107 -0.952
H 5.743 -0.156 0.796
H 5.942 -1.841 2.283
H 5.301 -2.956 1.097
H 3.896 -3.093 2.958
H 2.961 -2.329 1.714
H 4.320 -0.457 3.666
H 3.096 -1.527 4.326
H 1.831 -0.351 2.110
H 2.558 1.065 4.559
H 1.344 2.913 5.130
H 0.323 5.019 5.710
H -1.414 4.807 5.510
H -0.533 5.899 4.446
H -1.746 4.434 2.642
H -2.588 3.256 0.836
H -2.422 2.799 -2.011
H -3.535 2.125 -0.810
H -1.915 0.624 -2.897
H -3.620 0.521 -2.511
H -2.754 -1.462 -1.570
H -2.783 -0.395 -0.163
H -1.029 -2.618 -1.681
H 0.583 -4.207 -1.917
F 0.566 1.124 -4.816
B 0.778 0.263 -3.826
F -0.076 -0.792 -3.715
F 2.059 -0.002 -3.467
F 0.232 1.212 -2.485
```